This record from the Open Molecules 2025 dataset describes a molecular structure, C59H50Cl2MgNO2P3. The level of theory is ωB97M-V/def2-TZVPD.

HOMO: -13.07 eV
Molecular weight: 993.2 g/mol
F_max: 0.52 eV Å⁻¹
Net charge: +2

```
118
Properties=species:S:1:pos:R:3:forces:R:3:lowdin_charge:R:1
Mg 0.276 -0.156 -0.112 -0.21 0.07 0.25 0.35
C -6.393 0.186 -1.593 -0.02 0.01 0.02 0.00
C -5.722 0.054 -0.212 0.00 0.02 -0.01 -0.43
C -6.796 0.006 0.886 0.00 0.00 0.04 -0.01
C -4.907 -1.227 -0.191 -0.05 -0.04 -0.03 -0.09
C -5.543 -2.465 -0.261 -0.03 -0.01 -0.04 0.01
C -4.843 -3.659 -0.283 -0.01 0.00 0.00 -0.03
C -3.462 -3.635 -0.229 -0.06 -0.04 -0.02 -0.07
C -2.789 -2.420 -0.155 0.10 0.11 0.01 -0.29
P -0.988 -2.431 0.013 0.21 -0.28 -0.02 1.07
C -0.694 -2.997 1.718 -0.02 0.07 0.00 -0.37
C -1.731 -3.161 2.633 0.01 -0.07 0.00 -0.07
C -1.447 -3.489 3.954 0.00 0.01 0.01 -0.05
C -0.135 -3.657 4.367 -0.01 -0.01 0.00 -0.05
C 0.906 -3.488 3.461 -0.01 0.00 -0.02 -0.06
C 0.626 -3.148 2.149 -0.01 0.06 0.00 -0.13
C -0.480 -3.786 -1.095 -0.11 0.01 -0.02 -0.38
C 0.288 -4.870 -0.689 0.03 0.00 -0.01 -0.07
C 0.646 -5.852 -1.608 -0.01 0.03 0.01 -0.06
C 0.232 -5.761 -2.927 -0.01 0.02 -0.01 -0.06
C -0.557 -4.689 -3.332 0.02 -0.01 0.00 -0.06
C -0.907 -3.706 -2.423 0.00 -0.02 0.00 -0.15
C -3.521 -1.231 -0.144 0.00 0.10 0.03 -0.17
O -2.779 -0.063 -0.074 0.06 0.01 0.04 -0.05
C -3.430 1.162 0.001 0.00 -0.12 -0.01 -0.17
C -2.614 2.294 0.077 0.02 -0.18 -0.02 -0.26
C -3.207 3.544 0.202 -0.02 0.07 0.01 -0.07
C -4.583 3.665 0.239 -0.02 0.00 0.01 -0.03
C -5.366 2.529 0.124 -0.02 0.04 -0.03 0.00
C -4.815 1.256 -0.002 -0.02 0.05 -0.01 -0.09
P -0.814 2.183 -0.105 0.20 0.18 -0.12 1.09
C -0.441 3.205 -1.566 -0.12 0.09 0.00 -0.36
C -0.268 4.586 -1.493 0.10 -0.01 0.05 -0.08
C -0.045 5.324 -2.645 -0.02 0.00 -0.07 -0.05
C -0.009 4.695 -3.884 0.02 0.06 0.04 -0.06
C -0.194 3.323 -3.969 0.01 -0.05 0.04 -0.07
C -0.404 2.583 -2.813 -0.05 0.01 -0.02 -0.12
C -0.119 3.104 1.304 -0.05 0.03 -0.08 -0.37
C -0.798 3.226 2.513 -0.02 0.01 0.02 -0.09
C -0.184 3.844 3.595 0.00 -0.02 -0.02 -0.06
C 1.108 4.340 3.477 -0.01 0.00 0.00 -0.06
C 1.786 4.226 2.271 -0.02 0.01 0.01 -0.06
C 1.175 3.612 1.187 0.06 -0.03 0.10 -0.10
H -7.050 -0.665 -1.783 0.01 0.03 0.01 0.09
H -5.646 0.227 -2.388 -0.01 0.00 0.02 0.10
H -6.995 1.095 -1.641 0.01 -0.03 0.00 0.09
H -7.460 -0.846 0.748 0.01 0.01 0.00 0.09
H -7.419 0.899 0.861 0.02 -0.01 0.00 0.09
H -6.342 -0.068 1.876 -0.01 0.00 -0.02 0.10
H -6.624 -2.496 -0.311 0.03 0.01 0.00 0.12
H -5.372 -4.600 -0.342 0.01 0.02 0.00 0.12
H -2.898 -4.560 -0.243 -0.01 0.01 -0.01 0.12
H -2.762 -3.047 2.322 0.01 0.01 0.01 0.11
H -2.259 -3.618 4.659 0.01 0.00 -0.01 0.12
H 0.078 -3.924 5.394 0.00 0.01 -0.01 0.12
H 1.933 -3.620 3.779 0.00 0.00 0.00 0.11
H 1.441 -2.995 1.447 -0.07 -0.03 0.03 0.08
H 0.598 -4.974 0.342 -0.01 0.01 0.00 0.10
H 1.239 -6.696 -1.283 -0.01 0.00 0.00 0.11
H 0.507 -6.530 -3.637 -0.01 0.02 0.02 0.12
H -0.907 -4.631 -4.355 0.00 0.00 0.02 0.11
H -1.544 -2.886 -2.739 0.02 -0.01 0.00 0.10
H -2.587 4.431 0.270 0.01 -0.03 -0.02 0.12
H -5.045 4.638 0.339 0.00 -0.02 0.00 0.12
H -6.443 2.637 0.118 0.03 -0.01 0.01 0.12
H -0.279 5.091 -0.534 -0.04 -0.02 -0.04 0.11
H 0.091 6.396 -2.577 0.00 -0.02 -0.01 0.12
H 0.156 5.277 -4.781 0.00 -0.01 0.02 0.12
H -0.179 2.834 -4.936 -0.02 0.02 0.04 0.11
H -0.568 1.513 -2.884 0.01 -0.05 0.00 0.07
H -1.802 2.837 2.616 0.01 0.02 0.00 0.11
H -0.721 3.944 4.530 0.00 0.01 -0.02 0.12
H 1.578 4.831 4.320 0.00 -0.02 -0.01 0.11
H 2.786 4.628 2.168 -0.01 -0.01 -0.01 0.11
H 1.702 3.547 0.245 0.06 -0.01 -0.05 0.09
O -1.043 0.254 2.471 0.06 -0.02 -0.07 -0.05
N 0.280 0.009 2.049 -0.47 0.16 0.18 -0.08
C 1.082 0.373 2.965 0.35 -0.13 -0.19 -0.06
C 2.551 0.249 2.939 -0.22 0.08 -0.04 -0.18
C 3.123 0.299 4.210 0.03 0.00 0.07 -0.02
C 4.485 0.130 4.395 0.02 0.00 0.02 -0.03
C 5.301 -0.083 3.298 0.04 -0.02 0.02 -0.03
C 4.749 -0.112 2.025 0.00 -0.04 0.02 -0.08
C 3.382 0.057 1.819 -0.04 0.02 -0.05 -0.29
P 2.822 0.120 0.081 0.19 -0.17 0.04 1.06
C 3.465 1.687 -0.570 -0.06 0.03 -0.04 -0.37
C 4.323 2.522 0.142 0.03 0.03 0.01 -0.08
C 4.719 3.737 -0.401 0.00 -0.01 0.01 -0.06
C 4.263 4.129 -1.651 0.01 -0.01 0.00 -0.05
C 3.403 3.305 -2.365 0.00 0.01 0.00 -0.06
C 3.005 2.092 -1.825 -0.07 0.06 0.04 -0.13
C 3.776 -1.213 -0.717 0.00 0.00 0.04 -0.39
C 4.436 -1.025 -1.925 0.05 0.04 0.00 -0.10
C 5.071 -2.093 -2.545 0.00 -0.01 -0.02 -0.07
C 5.043 -3.354 -1.969 -0.01 -0.01 0.01 -0.06
C 4.388 -3.548 -0.759 -0.01 0.02 0.01 -0.06
C 3.760 -2.483 -0.134 0.01 0.02 -0.03 -0.10
H -1.614 -0.313 1.932 0.06 -0.06 -0.02 0.07
H 0.641 0.746 3.886 0.01 -0.02 0.03 0.15
H 2.481 0.460 5.068 0.03 0.00 -0.02 0.12
H 4.904 0.165 5.392 -0.01 0.00 -0.01 0.12
H 6.367 -0.217 3.425 -0.02 0.00 -0.01 0.12
H 5.397 -0.265 1.171 0.00 -0.01 0.00 0.12
H 4.673 2.244 1.127 -0.01 0.00 -0.01 0.10
H 5.386 4.379 0.160 -0.01 -0.01 -0.02 0.12
H 4.577 5.076 -2.070 -0.02 -0.01 0.02 0.12
H 3.034 3.610 -3.336 0.00 -0.01 0.01 0.11
H 2.314 1.465 -2.378 0.00 -0.01 -0.02 0.07
H 4.473 -0.046 -2.386 -0.01 0.00 0.01 0.10
H 5.594 -1.935 -3.479 -0.01 0.00 0.02 0.11
H 5.542 -4.183 -2.455 -0.01 0.01 0.01 0.12
H 4.378 -4.526 -0.295 0.01 0.02 -0.01 0.11
H 3.289 -2.632 0.831 0.04 0.00 -0.04 0.09
Cl 2.350 -1.510 -5.217 0.07 -0.02 0.00 0.61
C 0.871 -0.909 -4.524 -0.06 0.06 -0.05 -0.92
Cl 0.925 -0.987 -2.720 0.11 -0.07 -0.09 0.58
H 0.040 -1.530 -4.835 -0.03 -0.02 0.04 0.03
H 0.732 0.130 -4.797 -0.02 0.03 0.04 0.02
```
Positions in Å, forces in eV/Å.